{"formula": "C3H5NO", "method": "ωB97M-V/def2-TZVPD", "total_energy_ev": -6725.2916, "de_lowest_kcal_mol": 98.72, "spin_multiplicity": 1, "orbital_gap_ha": 0.33493, "largest_force_ev_per_a": 1.78, "symbols": ["O", "N", "C", "C", "C", "H", "H", "H", "H", "H"], "xyz": [[1.0765, 0.2139, 0.2144], [-1.9144, -0.8030, 0.9580], [-1.3359, -1.7857, 0.9448], [0.8246, -0.9012, -0.3124], [0.5861, 1.4760, -0.2893], [-0.8561, -2.7271, 0.9481], [0.7868, 2.2253, 0.4736], [-0.4841, 1.3951, -0.4856], [0.2053, -0.8313, -1.2418], [1.1112, 1.7380, -1.2099]], "forces_ev_per_angstrom": [[0.38, 1.09, 0.52], [-0.31, 0.67, -0.08], [-0.09, -0.42, 0.13], [0.04, -1.74, -0.36], [-0.28, 0.32, -0.41], [0.29, -0.31, 0.01], [-0.04, -0.11, -0.02], [0.07, -0.05, 0.10], [-0.08, 0.68, -0.01], [0.03, -0.12, 0.11]]}